Here is C29H39Cl2O2P3Pb as an isolated structure at a distorted geometry from OMol25. Energies are from ωB97M-V with the def2-TZVPD basis set.

As for the LUMO energy (spin up / spin down): -8.724 / -8.746 eV. The value obtained for the strongest force on any atom is 5.97 eV/Å. For the frontier orbital gap (spin up / spin down), the calculation gives 2.53 / 2.53 eV. Its charge is +2. The energy is -92940.8825 eV. As for the spin multiplicity: 1.

Last column: Mulliken charge in e.
Geometry (Å):
P (0.8556, 0.9754, -6.4332)  0.027
C (-0.8917, 0.8017, -6.5389)  0.537
C (-1.5871, 1.7365, -7.3446)  -0.224
H (-1.0815, 2.6602, -7.6336)  0.439
C (-2.8684, 1.4378, -7.7652)  -0.575
H (-3.3927, 2.1434, -8.4116)  0.383
C (-3.4827, 0.2402, -7.3744)  -0.468
H (-4.4629, -0.0260, -7.7675)  0.404
C (-2.8416, -0.6114, -6.4682)  -0.616
H (-3.3402, -1.5132, -6.1173)  0.401
C (-1.5545, -0.3369, -6.0212)  -0.460
H (-1.0301, -0.9777, -5.3048)  0.395
C (1.4453, 2.3423, -5.4776)  0.453
C (0.5679, 3.1905, -4.7664)  -0.558
H (-0.4477, 2.8410, -4.5594)  0.541
C (1.0201, 4.4311, -4.3313)  -0.648
H (0.3324, 5.1120, -3.8303)  0.460
C (2.3468, 4.8171, -4.5535)  -0.581
H (2.6780, 5.8119, -4.2492)  0.474
C (3.2453, 3.9298, -5.1462)  -0.750
H (4.2897, 4.2135, -5.2787)  0.480
C (2.8178, 2.6786, -5.5711)  -0.434
H (3.5111, 1.9593, -6.0022)  0.462
C (1.8111, -0.5043, -6.4243)  0.081
C (2.1999, -1.0246, -7.6866)  -0.536
H (1.7849, -0.5720, -8.5855)  0.462
C (3.1211, -2.0692, -7.7416)  -0.581
H (3.4315, -2.4503, -8.7153)  0.408
C (3.6439, -2.6122, -6.5521)  -0.507
H (4.4014, -3.4037, -6.5902)  0.389
C (3.1926, -2.1431, -5.3075)  -0.765
H (3.5718, -2.5780, -4.3796)  0.419
C (2.2658, -1.1058, -5.2298)  0.191
H (1.8581, -0.7686, -4.2705)  0.459
Pb (0.0012, -0.3429, 0.5161)  0.909
C (1.9489, 1.0612, 0.7427)  -0.846
C (2.5861, 1.6510, -0.2633)  0.370
H (2.2812, 1.0974, 1.8037)  0.185
C (2.1754, 1.4971, -1.7405)  2.038
O (3.2928, 0.8965, -2.4190)  -0.632
H (2.9745, 0.5307, -3.2669)  0.137
C (0.9918, 0.6817, -2.0096)  -1.489
H (1.9924, 2.4914, -2.1831)  -0.299
C (0.0566, -0.0694, -1.5938)  -0.423
Cl (0.5001, -1.0917, 2.9653)  -0.426
Cl (-2.1164, -1.8617, 0.1395)  -0.401
P (-1.5279, 2.0714, 0.1956)  0.766
C (-2.9078, 1.9675, 1.3814)  -1.224
H (-2.5098, 1.9567, 2.4051)  0.384
H (-3.4492, 1.0269, 1.2087)  0.374
H (-3.5666, 2.8326, 1.2275)  0.456
C (-0.6609, 3.6053, 0.6622)  -1.086
H (0.0454, 3.8785, -0.1341)  0.180
H (-0.0897, 3.4317, 1.5840)  0.354
H (-1.3929, 4.4108, 0.8103)  0.449
C (-2.3679, 2.5529, -1.3500)  -1.188
H (-2.6992, 1.6455, -1.8713)  0.384
H (-1.6820, 3.1056, -2.0063)  0.234
H (-3.2366, 3.1771, -1.0990)  0.468
P (4.1228, 2.5992, -0.0060)  1.360
C (4.2508, 3.1030, 1.7027)  -1.322
C (4.0487, 4.0388, -1.0710)  -1.147
H (4.0722, 2.2473, 2.3652)  0.475
H (3.5218, 3.8945, 1.9271)  0.410
H (5.2670, 3.4908, 1.8667)  0.421
H (4.0854, 3.7448, -2.1273)  0.199
H (4.9120, 4.6773, -0.8443)  0.515
H (3.1247, 4.6016, -0.8849)  0.410
C (5.5328, 1.6003, -0.4753)  -1.277
H (5.5299, 0.6709, 0.1073)  0.436
H (6.4494, 2.1638, -0.2615)  0.472
H (5.4614, 1.3604, -1.5435)  0.352
H (-0.7205, -0.6153, -2.1454)  0.730
O (0.9868, -2.7514, 0.2118)  -0.573
H (1.0061, -2.8318, 1.1865)  0.355
H (0.0980, -3.0871, -0.0572)  0.347

Cartesian forces (eV/Å) of the 6 atoms listed first:
0.1 1.1 -1.5
-1.1 -0.3 0.6
0.4 -0.6 0.4
-0.2 -0.3 -0.2
-0.4 0.1 0.0
0.1 -0.3 0.1